Record 1
Density functional theory data (ωB97M-V/def2-TZVPD) for a 2-piece molecular cluster, CH6S3 overall in a non-equilibrium geometry.

Last columns: bonded neighbours and bond lengths (Å).
Atoms and positions in Å:
1 S -4.063 0.455 -1.353  S2 1.959, H3 1.366
2 S -3.988 0.343 0.601  S1 1.959, H4 1.356
3 H -4.234 -0.865 -1.661  S1 1.366
4 H -2.709 0.488 1.031  S2 1.356
5 C 1.993 -0.009 0.201  S6 1.807, H7 1.131, H8 1.068, H9 1.091
6 S 3.610 -0.477 0.860  C5 1.807, H10 1.307
7 H 1.291 -0.894 0.250  C5 1.131
8 H 1.645 0.648 0.968  C5 1.068
9 H 2.073 0.563 -0.725  C5 1.091
10 H 4.382 -0.253 -0.171  S6 1.307

Computed properties:
- Charge: 0
- Energy: -33639.24660 eV
- SMILES string: CS.SS
- E_HOMO: -9.0 eV

---

Record 2
Density functional theory data (ωB97M-V/def2-TZVPD) for one molecule with the formula C13H12N4OS3 in a non-equilibrium geometry.

Last columns: bonded neighbours and bond lengths (Å).
Atoms and positions in Å:
1 C -4.252 -1.850 0.943  H2 1.088, H3 1.087, H4 1.087, C5 1.528
2 H -3.976 -2.200 -0.050  C1 1.088
3 H -5.144 -2.382 1.262  C1 1.087
4 H -3.443 -2.083 1.631  C1 1.087
5 C -4.520 -0.346 0.925  C1 1.528, C6 1.481, H32 1.091, H33 1.093
6 C -3.323 0.419 0.504  C5 1.481, N7 1.278, S31 1.768
7 N -2.728 1.302 1.209  C6 1.278, N8 1.326
8 N -1.682 1.878 0.631  N7 1.326, C9 1.289
9 C -1.436 1.438 -0.555  N8 1.289, N10 1.360, S31 1.766
10 N -0.453 1.848 -1.401  C9 1.360, C11 1.384, H30 1.014
11 C 0.656 2.647 -1.183  N10 1.384, O12 1.204, C13 1.509
12 O 1.426 2.832 -2.091  C11 1.204
13 C 0.777 3.288 0.177  C11 1.509, H14 1.089, H15 1.090, S16 1.820
14 H 0.141 2.801 0.915  C13 1.089
15 H 0.529 4.347 0.107  C13 1.090
16 S 2.512 3.222 0.722  C13 1.820, C17 1.724
17 C 2.767 1.538 0.455  S16 1.724, N18 1.284, S25 1.762
18 N 1.854 0.754 0.007  C17 1.284, C19 1.365
19 C 2.318 -0.520 -0.153  N18 1.365, C20 1.391, C24 1.412
20 C 1.583 -1.601 -0.628  C19 1.391, C21 1.379, H29 1.079
21 C 2.202 -2.828 -0.739  C20 1.379, C22 1.392, H28 1.080
22 C 3.538 -2.995 -0.384  C21 1.392, C23 1.382, H27 1.079
23 C 4.287 -1.935 0.093  C22 1.382, C24 1.383, H26 1.079
24 C 3.672 -0.702 0.206  C19 1.412, C23 1.383, S25 1.745
25 S 4.343 0.811 0.759  C17 1.762, C24 1.745
26 H 5.322 -2.059 0.370  C23 1.079
27 H 3.999 -3.966 -0.483  C22 1.079
28 H 1.643 -3.675 -1.108  C21 1.080
29 H 0.548 -1.463 -0.899  C20 1.079
30 H -0.451 1.418 -2.319  N10 1.014
31 S -2.569 0.189 -1.078  C6 1.768, C9 1.766
32 H -4.800 0.004 1.920  C5 1.091
33 H -5.340 -0.130 0.235  C5 1.093

Computed properties:
- Charge: 0
- Energy: -54189.64358 eV
- SMILES string: CCc1nnc(NC(=O)CSc2nc3ccccc3s2)s1
- E_HOMO: -8.4 eV

---

Record 3
Density functional theory data (ωB97M-V/def2-TZVPD) for an isolated ion of composition C30H51N12O6 and charge +1 in a non-equilibrium geometry.

Last columns: bonded neighbours and bond lengths (Å).
Atoms and positions in Å:
1 C -3.694 -5.066 -2.105  C2 1.197, H99 1.049
2 C -3.298 -4.263 -1.311  C1 1.197, C3 1.453
3 C -2.897 -3.232 -0.369  C2 1.453, O4 1.428, H97 1.100, H98 1.096
4 O -3.634 -2.022 -0.545  C3 1.428, C5 1.415
5 C -4.983 -2.093 -0.126  O4 1.415, C6 1.524, H95 1.096, H96 1.099
6 C -5.761 -0.951 -0.768  C5 1.524, H7 1.098, H8 1.100, O9 1.413
7 H -6.823 -1.048 -0.503  C6 1.098
8 H -5.666 -1.012 -1.862  C6 1.100
9 O -5.249 0.283 -0.310  C6 1.413, C10 1.413
10 C -5.934 1.395 -0.849  O9 1.413, H11 1.099, H12 1.098, C13 1.523
11 H -5.943 1.338 -1.947  C10 1.099
12 H -6.972 1.417 -0.491  C10 1.098
13 C -5.217 2.668 -0.417  C10 1.523, H14 1.097, O15 1.417, H94 1.096
14 H -5.826 3.541 -0.679  C13 1.097
15 O -3.975 2.724 -1.098  C13 1.417, C16 1.419
16 C -3.154 3.832 -0.763  O15 1.419, C17 1.546, H92 1.095, H93 1.092
17 C -2.479 3.707 0.623  C16 1.546, N18 1.439, H90 1.092, H91 1.095
18 N -1.045 3.642 0.537  C17 1.439, C19 1.346, H89 1.007
19 C -0.289 2.622 0.985  N18 1.346, N20 1.326, N73 1.343
20 N 1.004 2.871 1.139  C19 1.326, C21 1.335
21 C 1.727 1.854 1.614  N20 1.335, N22 1.350, N71 1.333
22 N 3.051 2.048 1.798  C21 1.350, C23 1.444, C65 1.441
23 C 3.931 0.925 2.022  N22 1.444, H24 1.090, H25 1.094, C26 1.551
24 H 3.304 0.046 2.168  C23 1.090
25 H 4.526 1.102 2.923  C23 1.094
26 C 4.856 0.753 0.789  C23 1.551, N27 1.447, H69 1.093, H70 1.086
27 N 4.232 1.417 -0.336  C26 1.447, C28 1.344, C63 1.455
28 C 3.245 0.895 -1.084  N27 1.344, O29 1.223, C30 1.550
29 O 2.474 1.591 -1.729  C28 1.223
30 C 3.140 -0.645 -1.221  C28 1.550, N31 1.435, C47 1.538, H62 1.094
31 N 1.730 -0.900 -1.304  C30 1.435, C32 1.349, N35 1.323
32 C 0.894 -0.334 -2.200  N31 1.349, C33 1.379, H46 1.067
33 C -0.357 -0.489 -1.641  C32 1.379, N34 1.353, C36 1.492
34 N -0.204 -1.171 -0.483  C33 1.353, N35 1.282
35 N 1.042 -1.400 -0.290  N31 1.323, N34 1.282
36 C -1.653 0.135 -2.035  C33 1.492, N37 1.482, C40 1.543, H45 1.096
37 N -2.398 0.472 -0.799  C36 1.482, H38 1.043, H39 1.079, H88 1.035
38 H -3.092 1.228 -0.980  N37 1.043
39 H -1.757 0.832 -0.009  N37 1.079
40 C -1.399 1.414 -2.859  C36 1.543, O41 1.399, H43 1.097, H44 1.094
41 O -0.659 2.377 -2.164  C40 1.399, H42 0.969
42 H 0.271 2.116 -2.087  O41 0.969
43 H -0.922 1.138 -3.807  C40 1.097
44 H -2.363 1.881 -3.084  C40 1.094
45 H -2.264 -0.554 -2.631  C36 1.096
46 H 1.228 0.083 -3.123  C32 1.067
47 C 3.868 -1.083 -2.502  C30 1.538, H48 1.093, H49 1.093, C50 1.530
48 H 3.791 -0.286 -3.245  C47 1.093
49 H 3.358 -1.961 -2.908  C47 1.093
50 C 5.345 -1.421 -2.289  C47 1.530, C51 1.537, H60 1.091, H61 1.090
51 C 5.605 -2.804 -1.670  C50 1.537, C52 1.530, H58 1.092, H59 1.091
52 C 5.895 -2.823 -0.168  C51 1.530, N53 1.463, H56 1.094, H57 1.100
53 N 4.701 -2.537 0.627  C52 1.463, H54 1.016, H55 1.017
54 H 4.934 -2.560 1.615  N53 1.016
55 H 4.011 -3.267 0.472  N53 1.017
56 H 6.646 -2.064 0.071  C52 1.094
57 H 6.327 -3.803 0.081  C52 1.100
58 H 4.759 -3.464 -1.874  C51 1.092
59 H 6.478 -3.239 -2.159  C51 1.091
60 H 5.818 -1.399 -3.272  C50 1.091
61 H 5.818 -0.644 -1.688  C50 1.090
62 H 3.515 -1.199 -0.356  C30 1.094
63 C 4.245 2.862 -0.167  N27 1.455, H64 1.092, C65 1.550, H68 1.090
64 H 5.268 3.222 -0.298  C63 1.092
65 C 3.707 3.206 1.245  N22 1.441, C63 1.550, H66 1.088, H67 1.093
66 H 2.983 4.018 1.197  C65 1.088
67 H 4.524 3.481 1.917  C65 1.093
68 H 3.608 3.293 -0.940  C63 1.090
69 H 5.818 1.245 0.956  C26 1.093
70 H 5.030 -0.301 0.591  C26 1.086
71 N 1.220 0.688 2.015  C21 1.333, C72 1.329
72 C -0.090 0.541 1.852  N71 1.329, N73 1.352, N74 1.337
73 N -0.886 1.445 1.239  C19 1.343, C72 1.352
74 N -0.667 -0.554 2.359  C72 1.337, C75 1.443, C80 1.446
75 C -2.090 -0.781 2.297  N74 1.443, C76 1.535, H86 1.093, H87 1.089
76 C -2.554 -1.400 3.623  C75 1.535, H77 1.101, O78 1.405, H85 1.092
77 H -2.425 -0.668 4.435  C76 1.101
78 O -1.838 -2.572 3.916  C76 1.405, C79 1.411
79 C -0.463 -2.289 4.054  O78 1.411, C80 1.530, H83 1.090, H84 1.100
80 C 0.111 -1.705 2.763  N74 1.446, C79 1.530, H81 1.096, H82 1.088
81 H 0.070 -2.453 1.963  C80 1.096
82 H 1.141 -1.384 2.903  C80 1.088
83 H 0.022 -3.235 4.295  C79 1.090
84 H -0.312 -1.581 4.883  C79 1.100
85 H -3.606 -1.684 3.564  C76 1.092
86 H -2.309 -1.474 1.481  C75 1.093
87 H -2.599 0.168 2.134  C75 1.089
88 H -2.896 -0.374 -0.473  N37 1.035
89 H -0.536 4.487 0.335  N18 1.007
90 H -2.811 2.791 1.116  C17 1.092
91 H -2.761 4.560 1.250  C17 1.095
92 H -3.746 4.751 -0.826  C16 1.095
93 H -2.375 3.852 -1.528  C16 1.092
94 H -5.067 2.650 0.669  C13 1.096
95 H -5.429 -3.042 -0.443  C5 1.096
96 H -5.037 -2.014 0.969  C5 1.099
97 H -3.017 -3.611 0.657  C3 1.100
98 H -1.849 -2.955 -0.533  C3 1.096
99 H -4.003 -5.798 -2.791  C1 1.049

Computed properties:
- Charge: +1
- Energy: -62097.56842 eV
- E_HOMO: -10.8 eV

---

Record 4
Density functional theory data (ωB97M-V/def2-TZVPD) for a 3-piece molecular cluster, CH5FN4 overall in a non-equilibrium geometry.

Last columns: bonded neighbours and bond lengths (Å).
Atoms and positions in Å:
1 C -1.096 0.937 -0.034  N2 1.187, N3 1.229
2 N -0.351 1.691 0.499  C1 1.187, H7 1.045
3 N -1.933 0.088 -0.333  C1 1.229, H8 1.001
4 N 1.825 -0.354 0.036  N5 1.201, H10 1.047, H11 1.047
5 N 2.000 0.823 0.201  N4 1.201
6 F -0.667 -1.995 0.224  H9 0.989
7 H 0.694 1.669 0.508  N2 1.045
8 H -2.654 0.226 -1.014  N3 1.001
9 H -1.300 -1.262 0.027  F6 0.989
10 H 2.391 -0.913 -0.644  N4 1.047
11 H 1.092 -0.912 0.532  N4 1.047

Computed properties:
- Charge: 0
- Energy: -9793.20868 eV
- E_HOMO: -8.9 eV

---

Record 5
Density functional theory data (ωB97M-V/def2-TZVPD) for one molecule with the formula C16H13ClN2O2 in a non-equilibrium geometry.

Last columns: bonded neighbours and bond lengths (Å).
Atoms and positions in Å:
1 O -4.531 2.340 -0.599  C8 1.200
2 Cl 6.924 -2.840 0.796  C9 1.757
3 C 2.431 -1.165 0.627  C4 1.235, C11 1.416
4 C 1.311 -1.198 0.109  C3 1.235, C16 1.426
5 N 6.196 -0.665 2.238  C9 1.306, C10 1.337
6 N 4.603 -1.830 1.034  C9 1.304, C11 1.318
7 O -3.917 3.263 -2.617  C8 1.404, H22 0.921
8 C -4.215 2.201 -1.748  O1 1.200, O7 1.404, C20 1.481
9 C 5.818 -1.654 1.474  Cl2 1.757, N5 1.306, N6 1.304
10 C 5.297 0.264 2.577  N5 1.337, C17 1.439, H23 1.059
11 C 3.697 -0.886 1.197  C3 1.416, N6 1.318, C17 1.363
12 C -0.512 -1.567 -1.591  C14 1.401, C16 1.379, H24 1.032
13 C -0.694 -0.076 0.339  C15 1.454, C16 1.416, H25 1.101
14 C -1.888 -1.437 -1.820  C12 1.401, C18 1.366, H26 1.088
15 C -2.127 0.028 0.113  C13 1.454, C18 1.424, H27 1.126
16 C 0.055 -0.927 -0.509  C4 1.426, C12 1.379, C13 1.416
17 C 3.957 0.127 2.071  C10 1.439, C11 1.363, C19 1.529
18 C -2.663 -0.642 -1.024  C14 1.366, C15 1.424, C21 1.555
19 C 2.844 1.101 2.457  C17 1.529, H28 1.150, H29 1.128, H30 1.088
20 C -4.335 0.818 -2.264  C8 1.481, C21 1.588, H31 1.092, H32 1.063
21 C -4.175 -0.463 -1.340  C18 1.555, C20 1.588, H33 1.142, H34 1.136
22 H -3.884 3.984 -2.045  O7 0.921
23 H 5.662 0.957 3.289  C10 1.059
24 H 0.007 -2.265 -2.146  C12 1.032
25 H -0.321 0.242 1.325  C13 1.101
26 H -2.298 -1.968 -2.676  C14 1.088
27 H -2.750 0.283 1.016  C15 1.126
28 H 3.197 2.098 2.908  C19 1.150
29 H 2.347 1.476 1.517  C19 1.128
30 H 2.178 0.559 3.125  C19 1.088
31 H -5.396 0.727 -2.506  C20 1.092
32 H -3.585 0.849 -3.017  C20 1.063
33 H -4.791 -0.336 -0.386  C21 1.142
34 H -4.443 -1.400 -1.924  C21 1.136

Computed properties:
- Charge: 0
- Energy: -36397.54293 eV
- SMILES string: Cc1cnc(Cl)nc1C#Cc1ccc(CCC(=O)O)cc1
- E_HOMO: -8.7 eV

---

It is found that the HOMO-LUMO gap values, taken in the order of the records, are 0.347 0.321 0.347 0.345 0.308 Eh.